Computed, not measured: a 9-piece molecular cluster, C35H58N4O15 overall in a non-equilibrium geometry, with the ωB97M-V functional and the def2-TZVPD basis.

As for the spin multiplicity: 1. Its gap between HOMO and LUMO is 0.38544 Ha. For the LUMO energy, the calculation gives -0.084 eV. The calculation puts the calculated total energy at -73902.3911 eV. As for the SMILES: C[C@H]1COC(=O)O1.C[C@H]1COC(=O)O1.C[C@H]1COC(=O)O1.C[C@H]1COC(=O)O1.COC(=O)OC.CCCC#N.CCCC#N.CCCC#N.CCCC#N.

CARTESIAN COORDINATES (ANGSTROEM)
C 2.484 -2.406 -3.555
C 1.057 -2.147 -4.100
C -0.073 -2.576 -3.084
O -0.418 -1.360 -2.388
C 0.232 -0.363 -2.927
O 0.228 0.787 -2.541
O 0.916 -0.732 -4.053
H 3.074 -2.214 -4.356
H 2.633 -3.428 -3.195
H 2.718 -1.676 -2.835
H 0.934 -2.646 -5.092
H 0.227 -3.372 -2.423
H -0.968 -2.914 -3.629
C 0.083 2.861 3.287
C -1.204 3.671 3.185
C -2.316 2.672 2.527
O -2.890 2.015 3.678
C -2.568 2.812 4.854
O -3.076 2.620 5.972
O -1.746 3.732 4.553
H 0.875 3.283 3.937
H 0.567 2.781 2.303
H -0.188 1.841 3.557
H -1.058 4.587 2.651
H -1.885 1.994 1.791
H -3.031 3.241 2.011
C 4.029 1.197 -2.281
C 4.322 2.487 -3.006
C 4.900 3.623 -2.039
O 6.240 3.404 -2.268
C 6.539 2.729 -3.387
O 7.595 2.711 -3.863
O 5.466 2.185 -3.914
H 3.757 0.489 -2.986
H 3.285 1.428 -1.582
H 4.785 0.874 -1.606
H 3.431 2.917 -3.494
H 4.672 3.654 -0.951
H 4.887 4.588 -2.542
C -2.193 -3.359 4.071
C -2.836 -2.157 4.615
C -1.712 -1.084 4.812
O -1.633 -0.554 3.485
C -2.729 -0.879 2.773
O -2.970 -0.512 1.630
O -3.550 -1.621 3.545
H -2.932 -3.797 3.484
H -1.768 -4.104 4.803
H -1.356 -3.001 3.386
H -3.528 -2.286 5.384
H -0.804 -1.527 5.273
H -2.075 -0.359 5.504
C -2.403 -6.140 -3.126
O -1.816 -5.267 -2.222
C -2.604 -4.585 -1.437
O -4.044 -4.790 -1.286
O -1.941 -3.789 -0.669
C -2.546 -3.088 0.404
H -3.159 -6.726 -2.660
H -1.789 -6.806 -3.593
H -3.040 -5.555 -3.847
H -2.932 -3.745 1.157
H -3.330 -2.429 -0.043
H -1.791 -2.436 0.836
C 1.726 3.860 -0.891
C 0.313 4.347 -0.659
C 0.205 5.759 0.134
C -1.188 6.211 0.300
N -2.298 6.573 0.391
H 2.067 3.536 0.047
H 2.277 4.729 -1.146
H 1.746 3.126 -1.630
H -0.247 3.528 -0.240
H -0.001 4.461 -1.693
H 0.809 6.604 -0.461
H 0.738 5.730 1.043
C -3.525 0.278 -1.797
C -3.028 1.518 -1.034
C -2.513 2.744 -1.788
C -3.219 3.109 -3.106
N -3.762 3.388 -4.095
H -3.931 0.616 -2.739
H -4.208 -0.271 -1.274
H -2.736 -0.455 -2.006
H -2.455 1.051 -0.233
H -3.922 1.897 -0.589
H -1.471 2.609 -2.033
H -2.642 3.668 -1.227
C 2.102 -3.679 -0.061
C 0.808 -4.170 0.611
C 1.012 -4.545 2.077
C 1.586 -3.455 2.815
N 2.081 -2.579 3.373
H 2.107 -3.440 -1.044
H 2.998 -4.320 -0.020
H 2.308 -2.714 0.567
H 0.249 -4.860 0.042
H 0.171 -3.282 0.457
H 1.723 -5.324 2.189
H 0.085 -4.827 2.440
C 0.153 -0.524 0.421
C 1.227 0.536 0.328
C 2.115 0.352 1.605
C 3.005 1.585 1.636
N 3.714 2.526 1.649
H 0.791 -1.333 0.168
H -0.691 -0.552 -0.278
H -0.272 -0.637 1.384
H 0.779 1.541 0.351
H 1.793 0.551 -0.561
H 2.777 -0.448 1.512
H 1.620 0.248 2.526

Force components x, y, z for each atom (eV/Å):
-2.61 -1.39 0.42
0.02 -1.07 2.11
-0.31 -0.05 -1.74
0.20 -1.51 0.18
0.73 2.60 -1.05
-0.14 -1.42 -0.27
-0.53 0.38 -0.33
2.32 0.33 -2.34
0.00 0.18 -0.09
0.20 0.68 1.31
-0.17 1.03 0.62
0.13 0.07 0.52
0.20 0.18 0.24
0.75 0.33 -0.44
-0.89 -4.09 0.13
1.74 1.06 1.45
0.82 1.48 1.22
-3.63 -3.05 1.61
1.70 0.20 -3.77
1.99 2.88 -1.05
-0.72 -0.19 -0.04
-0.27 0.15 0.00
0.20 -0.03 0.37
-0.54 0.90 0.46
0.16 -0.40 0.52
-1.38 0.80 -0.47
0.37 1.93 0.38
0.41 0.45 1.27
-0.25 -0.45 -2.06
3.32 -0.65 1.56
-1.52 1.10 1.07
3.13 -0.41 -1.16
-2.98 0.39 0.32
-0.64 -1.66 -1.04
-1.83 0.09 0.67
1.37 -0.33 -0.04
0.64 -0.64 -0.51
-0.11 -0.37 -0.91
-1.81 0.55 0.46
2.66 -1.20 0.34
2.54 1.24 -0.15
-1.43 -1.13 1.00
0.97 -0.06 -0.18
-0.99 1.05 -1.06
0.68 -0.70 2.53
-0.94 1.00 -1.90
-1.04 -1.43 -1.08
-0.47 0.92 -0.61
-0.87 -0.69 0.75
-0.77 -0.23 1.54
-0.17 0.35 -1.18
-0.13 1.14 0.21
-4.34 1.55 -0.82
1.14 0.80 0.57
-8.99 -1.65 1.90
8.78 1.22 -1.31
1.31 -0.28 -0.48
-1.18 1.64 -0.87
-0.54 -0.53 0.89
2.48 -1.08 -1.07
1.00 -0.45 0.27
-0.39 -0.50 0.13
0.42 -0.66 0.75
0.16 -0.23 -0.27
-0.91 1.79 1.65
0.09 1.40 -0.73
0.74 0.16 -3.25
-1.83 0.65 0.13
2.50 -0.94 -0.13
1.11 -0.83 1.01
1.03 0.63 -0.63
0.13 -1.28 -1.15
-0.64 0.09 0.56
-1.03 0.53 0.14
-1.49 -1.86 0.95
0.32 -0.27 1.39
2.56 1.39 -2.02
-1.55 -0.91 -0.02
-0.05 0.13 -1.66
-0.21 -0.67 0.08
0.84 -0.36 1.46
-0.39 -0.27 -0.41
-2.15 -1.02 1.59
0.21 0.39 -0.18
0.73 1.08 0.08
-0.72 0.13 0.84
0.39 0.17 -0.23
0.24 -0.13 0.45
1.13 0.56 4.45
0.82 1.84 -1.16
0.73 0.84 -1.70
0.17 1.15 0.77
-0.21 -0.17 -0.11
-0.92 1.02 -3.06
-0.39 -0.12 0.69
0.33 -1.57 -1.43
-0.21 -1.57 -0.35
-0.01 -0.30 0.91
0.46 -1.19 -0.11
-1.73 -0.65 1.24
0.15 -0.10 -1.56
-1.72 1.35 2.53
1.02 3.34 -2.27
1.56 1.47 0.62
-2.09 -2.64 -0.15
-0.16 -1.78 0.06
0.50 0.61 -0.01
-0.06 0.02 1.17
0.12 -0.10 0.19
0.68 -0.53 -0.93
1.00 -1.61 -0.21
-0.98 0.03 1.04